Molecular formula: C23H51FGaNO36PS9
Method: DFT, wB97M-V/def2-TZVPD

The geometry in XYZ format:
```
123
Properties=species:S:1:pos:R:3:forces:R:3
C 3.737589 -1.639991 1.136318 0.0 -1.0 -0.4
C 2.704922 -2.374654 0.257682 0.2 1.1 0.1
C 1.853105 -1.361646 -0.537031 -0.2 -1.1 -0.8
C 0.355502 -1.537687 -0.312700 -0.1 0.7 0.4
C -0.117047 -0.671621 0.854052 -1.1 -0.4 0.2
Ga -2.048533 -1.158172 1.292245 0.6 0.3 -0.3
F -2.822654 0.080088 2.432994 -0.1 -0.1 -0.1
P -2.041427 -3.363305 2.154605 -0.7 -0.2 -1.5
N -2.122585 -4.446292 0.958069 0.1 0.0 0.1
H 4.660740 -2.218413 1.159893 0.2 0.0 0.3
H 3.327465 -1.573686 2.138393 0.2 0.4 0.2
H 3.967481 -0.669843 0.715748 0.0 0.1 0.2
H 3.202293 -3.025089 -0.454971 0.1 -0.3 0.0
H 2.066038 -2.965551 0.906128 -0.1 -0.3 -0.1
H 2.161249 -0.346711 -0.307527 -0.1 0.2 0.0
H 2.047707 -1.553532 -1.596842 0.2 0.3 0.0
H 0.113189 -2.584350 -0.126048 0.1 -0.2 0.0
H -0.221967 -1.263989 -1.195288 0.0 0.1 -0.2
H 0.541426 -0.810352 1.711007 0.1 0.2 0.2
H -0.144260 0.375384 0.550867 0.3 0.2 0.1
H -2.799864 -1.245336 -0.130183 -0.3 0.1 0.2
H -0.861862 -3.547002 2.874576 -0.3 -0.1 0.5
H -3.140737 -3.613239 3.029234 0.6 0.1 0.6
H -2.205932 -3.962228 0.069194 -0.1 0.0 0.0
C -3.783887 2.298018 0.679216 0.2 -0.1 0.3
C -4.796030 3.371719 0.986824 -0.4 -0.4 0.0
O -4.554657 4.389930 -0.007641 0.3 0.0 -0.1
S -4.068352 3.692580 -1.362336 0.1 -0.6 0.7
O -5.183326 3.559783 -2.240259 0.1 0.1 -0.3
O -2.879858 4.339451 -1.793831 -0.1 0.2 -0.2
O -3.727109 2.262688 -0.771756 -0.5 0.5 -0.2
H -2.801044 2.558450 1.054027 0.1 -0.1 0.0
H -4.065305 1.326130 1.073752 0.1 -0.1 -0.2
H -4.674344 3.782511 1.984695 0.1 0.2 -0.1
H -5.818789 3.009641 0.862060 0.0 0.0 0.0
C 7.465372 0.238025 -1.681180 -0.1 0.1 -0.5
C 7.881442 1.682142 -1.500770 0.3 0.0 0.2
O 6.724528 2.311099 -0.926295 -0.2 -0.3 -0.2
S 5.950450 1.263345 0.007388 0.5 0.0 -0.3
O 6.345079 1.475279 1.353994 -0.2 -0.1 0.1
O 4.588874 1.243870 -0.383329 -0.1 0.3 0.1
O 6.677104 -0.058172 -0.521625 0.1 0.2 0.2
H 6.837442 0.107686 -2.564137 0.0 0.0 0.0
H 8.314027 -0.436707 -1.737604 -0.1 -0.1 0.2
H 8.146238 2.162700 -2.436375 -0.2 0.1 0.0
H 8.710116 1.772970 -0.795079 0.0 0.0 0.0
C -2.407669 -5.654737 6.629383 -0.1 -0.3 0.3
C -2.153012 -4.347411 7.345391 -0.2 0.3 -0.3
O -0.732717 -4.154932 7.247086 0.1 -0.3 0.0
S -0.206811 -4.770305 5.858951 -0.5 0.0 0.0
O -0.111799 -3.741114 4.890986 0.4 0.0 0.3
O 0.878190 -5.640068 6.143200 0.2 0.1 0.0
O -1.507253 -5.633359 5.514486 0.1 0.2 0.1
H -2.151987 -6.512016 7.258548 0.0 0.0 0.0
H -3.434779 -5.746603 6.278934 0.5 0.1 -0.1
H -2.454984 -4.372688 8.388569 0.2 0.0 0.1
H -2.647495 -3.514994 6.840351 0.0 0.0 0.0
C -7.194166 -8.139799 3.950157 -0.2 0.0 -0.4
C -5.754000 -8.064285 3.486715 0.2 -0.3 0.2
O -5.415431 -6.680849 3.617460 -0.3 0.2 0.1
S -6.194932 -6.046463 4.856442 0.1 -0.3 -0.4
O -5.334317 -6.041455 5.990737 -0.5 0.0 0.1
O -6.856883 -4.874692 4.427278 0.0 0.2 0.1
O -7.265105 -7.226571 5.054211 0.3 0.0 0.1
H -7.882490 -7.798294 3.174914 0.0 0.0 0.0
H -7.476634 -9.137383 4.275150 0.0 0.1 0.2
H -5.623827 -8.382544 2.456796 0.1 0.2 -0.1
H -5.093914 -8.644928 4.134897 0.0 0.0 0.0
C -0.975593 5.898484 1.607598 -0.4 0.2 -0.2
C -1.226441 6.468176 2.988788 0.5 0.3 0.0
O -1.649796 5.341335 3.768068 -0.1 -0.3 -0.3
S -0.901685 4.016725 3.246364 -0.4 0.5 -0.2
O 0.227915 3.766888 4.065881 -0.5 -0.2 0.3
O -1.876434 3.025198 2.984369 0.0 0.0 0.3
O -0.380954 4.619299 1.853252 0.2 -0.1 0.4
H -1.907607 5.747986 1.057386 0.0 0.0 0.0
H -0.301314 6.513323 1.018135 0.2 -0.2 0.0
H -1.997076 7.233804 2.992663 -0.2 -0.2 0.1
H -0.310028 6.867778 3.428673 0.0 0.0 -0.1
C 7.726107 -2.081618 -5.920615 -0.2 -0.1 -0.4
C 9.148979 -1.858307 -6.389754 0.2 -0.2 0.3
O 9.258825 -0.433382 -6.529697 -0.3 0.0 0.0
S 8.342882 0.282800 -5.429402 0.0 -0.5 -0.2
O 9.152454 0.640229 -4.317284 -0.1 0.2 0.1
O 7.506602 1.221238 -6.078263 0.1 0.3 0.0
O 7.476919 -0.997704 -5.014588 0.3 0.1 0.1
H 7.015014 -2.012548 -6.745281 0.0 0.0 0.0
H 7.597217 -3.030595 -5.408321 0.0 0.1 0.2
H 9.359832 -2.342679 -7.338408 0.0 0.2 -0.1
H 9.872912 -2.187461 -5.641557 0.0 0.0 0.0
C -7.418223 4.060134 -4.573473 -0.1 -0.5 0.1
C -6.863199 3.904338 -5.970206 0.4 0.2 0.1
O -7.824858 4.561905 -6.812076 -0.3 0.0 0.2
S -8.470956 5.796572 -6.020529 0.3 -0.3 0.2
O -7.803940 6.990885 -6.396748 -0.1 0.2 0.0
O -9.882515 5.682601 -6.097817 -0.1 0.1 -0.1
O -7.979864 5.384807 -4.555833 0.1 0.1 -0.4
H -8.219862 3.344037 -4.382161 0.0 0.0 0.0
H -6.651672 3.961495 -3.811522 0.0 0.2 0.1
H -6.755982 2.864943 -6.265414 -0.2 0.0 -0.1
H -5.904608 4.415608 -6.077403 0.0 0.0 0.0
C 3.817504 3.627259 2.089417 0.3 -0.4 0.4
C 2.773940 3.695950 3.184431 -0.2 -0.1 -0.8
O 3.134971 4.866526 3.942041 0.4 0.2 -0.1
S 3.767587 5.961142 2.965083 -0.1 -1.0 0.0
O 2.765617 6.899407 2.599409 -0.1 0.3 -0.1
O 5.006674 6.385308 3.510953 0.0 0.3 0.1
O 4.036473 5.001930 1.715497 -0.3 0.3 0.1
H 4.757308 3.215356 2.457858 0.0 0.0 -0.1
H 3.481871 3.051845 1.231141 0.0 0.2 -0.1
H 2.777099 2.818563 3.823319 0.0 0.1 0.2
H 1.771536 3.845221 2.779474 0.6 -0.1 0.0
C 0.804627 -0.562088 -6.260479 -0.3 0.0 -0.2
C 0.329772 -0.193029 -4.869795 0.4 0.3 0.1
O 0.026499 -1.448727 -4.257205 -0.1 -0.3 -0.4
S 1.020500 -2.575405 -4.803574 -0.1 0.5 0.2
O 2.089736 -2.729454 -3.885836 0.1 -0.3 -0.2
O 0.248850 -3.671125 -5.261478 0.0 -0.2 0.1
O 1.575315 -1.756030 -6.074620 0.0 0.1 0.2
H -0.034204 -0.791586 -6.921117 0.0 0.0 0.0
H 1.421659 0.211483 -6.709825 0.2 -0.1 0.0
H -0.553404 0.439014 -4.879258 -0.1 -0.2 0.1
H 1.119191 0.291691 -4.291103 0.0 0.0 0.0
```
Positions in Å, forces in eV/Å.

Its total charge is -1. The value obtained for the HOMO-LUMO gap is 5.7 eV. The LUMO energy comes out at 1.314 eV. The highest occupied orbital energy comes out at -0.160 Eh. The total energy comes out at -9619.9056 a.u.

Atom charges from the Löwdin analysis, given in e for atoms 1 to 4: number 1, C, carries -0.10; number 2, C, carries -0.23; number 3, C, carries -0.22; number 4, C, carries -0.33


Molecular formula: C23H51IrN2O2P2SSi
Method: DFT, wB97M-V/def2-TZVPD

The geometry in XYZ format:
```
83
Properties=species:S:1:pos:R:3:forces:R:3
Ir 0.619244 0.637264 0.049150 0.2 -0.1 -0.3
C -0.951601 4.099952 2.495332 -0.1 0.0 0.0
C -1.428846 2.689210 2.652401 -0.1 -0.1 0.1
C -2.486551 2.400768 3.552833 0.0 0.1 0.0
C -2.860732 1.094267 3.793290 0.0 0.0 0.0
C -2.146815 0.072495 3.188252 0.1 0.0 0.0
C -1.118900 0.423207 2.295148 0.2 -0.2 -0.1
N -0.824974 1.721019 1.989001 -0.1 0.1 0.2
N -0.287885 -0.450770 1.682534 0.0 0.4 0.1
Si 0.400485 -1.910126 2.528988 0.0 -0.1 -0.1
C -0.846508 -3.280398 2.594930 -0.2 -0.1 0.0
C 0.831438 -1.315313 4.225064 0.0 0.2 0.1
C 1.926227 -2.373441 1.566924 0.1 0.0 -0.1
H -0.632081 4.484622 3.466652 0.0 0.0 0.0
H -1.754205 4.755327 2.149067 0.0 0.0 0.0
H -0.113772 4.152494 1.805641 0.0 0.0 0.0
H -2.983205 3.219175 4.060638 0.0 0.0 -0.1
H -3.673501 0.871778 4.472635 0.0 0.0 0.0
H -2.368923 -0.969966 3.377785 0.0 0.1 0.0
H -1.620445 -3.091425 3.343429 0.0 -0.1 -0.1
H -0.334239 -4.204053 2.885405 -0.1 0.1 0.0
H -1.337667 -3.461411 1.635376 0.0 0.0 0.1
H -0.051499 -0.963056 4.763765 0.1 0.0 0.0
H 1.557619 -0.498576 4.179537 -0.1 -0.1 0.0
H 1.274950 -2.130686 4.803109 0.0 0.0 0.0
H 1.834248 -3.352194 1.089440 0.0 0.1 0.0
H 2.787605 -2.417844 2.240490 -0.1 0.0 0.0
H 2.155108 -1.634949 0.790410 0.0 0.0 0.0
C 4.101286 0.588782 -1.474295 0.0 0.0 0.1
P 2.310580 0.502227 -1.758806 -0.2 -0.1 0.0
C 2.182195 -0.811587 -3.010901 0.0 0.0 0.1
C 1.965529 2.024481 -2.713789 -0.1 0.0 0.0
C 0.465556 2.165393 -2.985243 0.0 0.0 0.0
P -0.443294 2.315277 -1.409235 0.0 -0.2 0.1
C -0.286415 4.083389 -1.018852 0.1 0.0 0.1
C -2.192025 2.157489 -1.844668 0.0 0.0 0.1
H 4.599593 0.587689 -2.444717 0.0 0.0 0.0
H 4.442923 -0.275981 -0.904504 0.0 0.0 0.0
H 4.369330 1.497220 -0.937293 0.0 0.0 0.0
H 2.733157 -0.492621 -3.897440 0.0 0.0 0.0
H 1.141454 -1.002851 -3.271992 0.1 0.1 0.0
H 2.638830 -1.728775 -2.634070 0.0 0.0 0.0
H 2.537323 1.978325 -3.641801 0.0 0.0 0.0
H 2.343220 2.875392 -2.140310 0.0 0.0 0.0
H 0.069646 1.289944 -3.503551 0.0 0.0 0.0
H 0.262726 3.043766 -3.598546 0.0 0.0 0.0
H -0.506414 4.654288 -1.922155 0.0 0.0 0.0
H 0.717128 4.334188 -0.672659 0.0 0.0 0.0
H -1.005046 4.361164 -0.251514 0.0 0.0 0.0
H -2.479627 2.975241 -2.508749 0.0 0.0 0.0
H -2.810401 2.199185 -0.945745 0.0 0.0 0.0
H -2.341646 1.205825 -2.346867 0.0 0.0 0.0
C 3.958002 1.454332 3.328943 0.0 0.0 0.0
C 3.673346 1.640852 1.858086 -0.1 0.0 0.1
O 2.248627 1.659001 1.592747 0.0 0.0 0.0
H 5.035688 1.465886 3.501152 -0.1 0.0 0.0
H 3.565515 0.501804 3.688503 0.0 0.0 0.0
H 3.523621 2.264488 3.922772 0.0 0.0 0.0
H 4.066022 0.808035 1.281239 0.0 0.0 0.0
H 4.119440 2.563474 1.484185 0.0 0.0 0.0
H 1.805448 2.179572 2.273107 0.0 0.0 0.0
C -0.361718 -3.664332 -3.702416 0.0 0.0 0.0
C -0.639558 -3.923281 -2.223165 0.0 -0.1 0.0
C -0.170204 -2.823006 -1.278259 0.1 0.0 0.0
S -1.014146 -1.232304 -1.332652 0.1 0.3 -0.4
O -1.022566 -0.690877 -2.727057 -0.1 -0.2 0.3
C -2.698457 -1.769857 -0.913074 0.0 0.1 0.0
C -3.547118 -2.123334 -2.140713 -0.1 0.0 0.0
C -4.344258 -0.947326 -2.695511 0.0 0.0 0.0
H -0.750809 -4.485575 -4.303095 0.0 0.0 0.0
H 0.712978 -3.602613 -3.890015 0.0 0.0 0.0
H -0.819737 -2.738561 -4.051435 0.0 -0.1 0.0
H -0.109343 -4.826499 -1.911142 0.0 0.0 0.0
H -1.698294 -4.131606 -2.058156 0.0 0.0 0.0
H 0.881797 -2.573451 -1.437245 0.0 -0.1 0.0
H -0.283538 -3.123906 -0.231915 0.1 0.0 -0.1
H -3.137847 -0.946228 -0.342867 0.0 0.0 0.0
H -2.568285 -2.616605 -0.234792 0.0 0.1 0.0
H -4.229196 -2.918823 -1.835259 0.0 0.0 0.0
H -2.918781 -2.535526 -2.929658 0.0 0.0 0.0
H -4.951067 -0.476077 -1.918208 0.0 0.0 0.0
H -5.018814 -1.286281 -3.481364 0.0 0.0 0.0
H -3.686962 -0.196207 -3.132229 0.0 0.0 0.0
```
Positions in Å, forces in eV/Å.

Its total charge is +2. The value obtained for the HOMO-LUMO gap (alpha / beta) is 8.1 / 6.3 eV. The LUMO energy (alpha / beta) comes out at -4.780 / -8.128 eV. The highest occupied orbital energy (alpha / beta) comes out at -0.473 / -0.531 Eh. The total energy comes out at -2641.1718 a.u. As for the expectation value of S²: 6.048. As for the multiplicity: 5. Its relative energy (zero: lowest compared OMol25 entry of this formula, charge and spin) is 0.9231 eV.

Atom charges from the Löwdin analysis, given in e for atoms 1 to 4: number 1, Ir, carries 0.87; number 2, C, carries -0.02; number 3, C, carries -0.29; number 4, C, carries 0.03


Values for molecular weight, g/mol, ordered as above
1325.93, 701.99